63
Properties=species:S:1:pos:R:3:forces:R:3 method="wB97M-V/def2-TZVPD" e_homo_ev="-9.44 / -10.87" orbital_gap_ev="6.939 / 8.009" energy_ha=-3144.5552 mol_weight_g_mol=640.56 multiplicity=2 total_charge=+1 max_force_ha_per_bohr=0.0084
In 0.404612 -0.177590 0.928849 0.1963 -0.2663 0.2745
C 4.847188 -0.797974 1.954581 0.0571 0.0137 -0.0340
C 4.623073 0.100044 0.737886 0.0289 0.0044 0.0237
S 3.098452 1.067726 0.600592 0.0264 0.0386 -0.0031
C 3.084175 2.134184 2.053924 0.0015 0.0610 0.0323
C 2.796713 1.471131 3.401238 0.0541 0.0111 -0.0373
S 1.236954 0.555970 3.424638 -0.1366 -0.0136 -0.0494
C 1.610539 -1.070613 4.175333 0.0422 -0.0260 -0.0625
C 3.030515 -1.597432 4.021089 -0.0142 -0.0035 0.0068
S 3.490422 -1.950468 2.302126 -0.0210 0.0051 -0.0185
H 5.087714 -0.219845 2.844896 -0.0552 0.0037 0.0040
H 5.734647 -1.395098 1.740242 0.0008 -0.0007 0.0142
H 4.609996 -0.505486 -0.170204 -0.0466 0.0038 0.0000
H 5.463396 0.790283 0.642263 -0.0014 0.0011 -0.0086
H 2.318500 2.881295 1.832082 0.0024 -0.0320 -0.0163
H 4.030743 2.673691 2.117134 0.0184 -0.0299 -0.0139
H 2.741055 2.242301 4.169568 -0.0365 0.0106 -0.0107
H 3.602081 0.803331 3.678127 -0.0124 -0.0078 -0.0037
H 0.910773 -1.742747 3.676648 -0.0457 0.0062 0.0647
H 1.330784 -1.023935 5.226632 0.0482 0.0677 0.0263
H 3.086128 -2.536224 4.573112 -0.0353 -0.0235 -0.0267
H 3.775269 -0.947981 4.477971 -0.0037 -0.0019 0.0144
C -1.891538 4.167469 -2.949752 -0.0040 0.0024 -0.0059
C -0.619778 4.371542 -2.142651 0.0089 -0.0100 0.0468
N -0.652341 3.662126 -0.853115 -0.0301 0.0387 -0.0528
C -1.363535 4.343979 0.232953 0.0079 -0.0073 -0.0410
C -0.425161 5.064579 1.190032 0.0016 0.0054 0.0377
C -0.130487 2.453058 -0.683387 -0.0611 -0.0848 0.0115
C 0.522101 1.771470 -1.850138 0.0227 0.0098 0.0058
N -0.168573 1.821554 0.471069 0.0446 0.0932 0.0121
H -1.842028 4.742760 -3.873810 0.0024 -0.0051 0.0078
H -2.770288 4.499582 -2.396518 0.0012 -0.0003 0.0005
H -2.034115 3.118039 -3.208891 0.0041 0.0007 0.0034
H -0.473360 5.427544 -1.912890 -0.0062 0.0085 -0.0024
H 0.256729 4.056241 -2.701610 0.0007 -0.0036 -0.0121
H -2.003130 3.626248 0.750828 -0.0080 0.0062 0.0122
H -2.039080 5.057019 -0.236211 -0.0052 0.0057 0.0086
H 0.269766 4.376429 1.675274 -0.0112 0.0023 -0.0206
H -0.998954 5.564897 1.969597 0.0038 0.0030 -0.0101
H 0.159344 5.818824 0.663036 0.0047 -0.0088 -0.0032
H 1.443804 2.284580 -2.126276 -0.0045 0.0090 0.0039
H -0.140256 1.760118 -2.713877 0.0016 0.0032 0.0001
H 0.778404 0.742581 -1.606590 -0.0199 -0.0197 0.0031
H -0.637874 2.312805 1.221152 -0.0010 0.0279 -0.0410
F -2.370213 -5.408174 -1.611255 0.0207 -0.0303 -0.0078
C -3.177864 -4.502741 -1.061583 -0.0100 -0.0262 -0.0357
C -2.803462 -3.794122 -0.000007 -0.0065 0.0531 0.0388
N -3.632808 -2.847703 0.574519 -0.0658 -0.0356 0.0402
C -3.159770 -2.059596 1.687769 -0.0372 0.0404 0.0019
C -1.933912 -1.256623 1.332621 0.0253 0.1576 -0.0051
O -1.624873 -1.052425 0.141204 -0.0848 0.0795 0.0831
O -1.214651 -0.792494 2.287831 -0.0262 -0.1188 -0.1421
C -4.886131 -2.563350 0.058496 0.0090 0.0306 -0.0281
O -5.615656 -1.712951 0.521593 0.0345 -0.0182 -0.0222
N -5.237206 -3.332602 -1.030371 0.0311 -0.0073 0.0250
C -4.486470 -4.312239 -1.684453 -0.0156 0.0096 -0.0212
O -4.903770 -4.900777 -2.648261 -0.0115 0.0112 0.0083
H -1.827527 -3.922580 0.447567 0.0004 -0.0131 0.0052
H -2.955466 -2.673677 2.564795 0.0388 -0.0340 -0.0134
H -3.956191 -1.361003 1.946831 -0.0090 -0.0147 0.0463
H -6.153152 -3.145044 -1.412940 -0.0205 -0.0012 -0.0070
S 1.669087 -2.582242 -1.182100 0.0277 0.0505 0.0339
C 1.101053 -2.038265 0.159489 0.0789 -0.0312 -0.1409



16
Properties=species:S:1:pos:R:3:forces:R:3 method="wB97M-V/def2-TZVPD" smiles="[H]/N=C/NC.O.O" e_homo_ev=-8.39 orbital_gap_ev=9.263 energy_ha=-342.1568 mol_weight_g_mol=94.11 max_force_ha_per_bohr=0.0463
C -1.101110 -0.875610 1.540784 0.3303 1.7853 -0.2200
N -0.053662 -0.426826 0.635360 0.5473 -1.4369 -1.8183
C 0.634040 -1.345209 -0.097382 0.5880 0.3545 1.8748
N 1.764993 -1.057420 -0.648037 -0.9573 -0.9954 -0.2020
H -1.786714 -0.029914 1.595990 -0.2513 -0.2452 0.4978
H -0.685008 -1.115445 2.519402 -0.2104 -0.0292 0.1269
H -1.655057 -1.719091 1.142429 0.1614 -0.1179 -0.2020
H 0.404795 0.458441 0.487737 -0.8868 0.5920 1.1406
H 0.204823 -2.331272 0.118500 0.3162 -0.2970 -0.8107
H 2.127036 -1.952105 -0.978666 0.2440 0.3649 -0.3496
H -0.963456 0.510686 -3.288843 0.0480 0.0386 -0.3009
H -2.224674 1.432504 -3.393340 0.3515 -0.2433 -0.0523
O -1.667506 0.924875 -2.790332 -0.3833 0.1996 0.3860
H 1.829004 3.149660 1.430994 -0.5115 -0.6580 0.4876
H 1.722766 2.124672 0.409501 0.0879 -0.6440 -0.6337
O 1.449734 2.252047 1.315908 0.5260 1.3320 0.0757



37
Properties=species:S:1:pos:R:3:forces:R:3 method="wB97M-V/def2-TZVPD" e_homo_ev=-4.50 orbital_gap_ev=4.063 energy_ha=-1774.9593 mol_weight_g_mol=396.32 total_charge=-1 max_force_ha_per_bohr=0.0572
O 2.554206 5.877364 2.650746 -2.0770 -1.1113 0.0411
N 1.328079 5.682087 2.660802 0.2402 2.4176 -0.0220
O 0.495874 6.620937 2.651391 1.4480 -1.5829 0.0334
C 0.761401 4.342475 2.679881 -0.8563 -1.0336 -0.0281
C -0.630221 4.227569 2.682065 1.1349 0.0562 -0.0117
C -1.255515 2.957770 2.644061 1.6237 -1.4312 -0.0885
N -2.697360 2.857393 2.636317 -2.8391 -0.7355 -0.2463
O -3.378530 3.869794 2.901008 1.5451 -1.4059 -0.3995
O -3.204442 1.748088 2.363752 1.2816 2.1873 0.6187
C -0.506530 1.763257 2.601984 -1.4125 0.5707 0.0905
C 0.870207 1.886318 2.667908 1.7030 -0.5128 0.1196
N 1.862630 0.895215 2.745971 -0.9601 0.0861 -0.2247
O 1.816616 -0.323626 2.777561 0.2570 1.9075 0.0170
O 3.085233 1.573756 2.793354 -0.9526 -0.2912 -0.0793
N 2.905789 2.950468 2.755267 -2.1054 -0.0281 -0.0290
C 1.558944 3.120240 2.693124 1.8644 0.7518 0.0968
H -1.243850 5.124174 2.699132 0.1742 -0.2089 -0.0214
H -0.966674 0.779587 2.544902 -0.1193 0.1707 -0.0650
C 1.355876 -4.992882 -4.436954 0.1374 -0.1117 -0.1511
C 0.613271 -4.056187 -3.527986 -0.1497 0.2677 0.2187
C -0.301663 -3.143511 -4.068687 -0.0308 0.0329 0.3691
C -1.008990 -2.268953 -3.242650 0.5103 -0.3100 0.1325
C -0.770098 -2.289310 -1.866724 -0.3311 -0.2602 0.1540
S -1.741233 -1.223021 -0.775038 1.6455 -0.3867 -1.0918
N -0.733769 -0.033748 -0.720718 -0.2721 0.5899 0.5816
O -2.971931 -0.998073 -1.515212 -0.5520 0.1987 0.3145
O -1.853060 -2.013153 0.440788 -0.5519 0.0675 0.5644
C 0.127342 -3.200395 -1.305695 -0.0032 0.1274 -0.5822
C 0.825126 -4.071321 -2.142628 -0.1743 0.1166 -0.2446
H 2.025277 -5.636802 -3.859813 -0.0400 0.0243 -0.1267
H 0.671206 -5.631253 -5.010102 0.1009 0.0805 0.1251
H 1.957209 -4.433200 -5.164246 -0.0358 -0.1186 0.1029
H -0.469442 -3.122305 -5.146705 0.0351 -0.0498 0.1948
H -1.737502 -1.579687 -3.658234 0.0796 -0.0584 0.1760
H -1.157054 0.747752 -0.204655 -0.0432 -0.2306 -0.2604
H 0.275700 -3.228513 -0.230545 -0.1178 0.0933 -0.1495
H 1.537893 -4.778313 -1.713435 -0.1569 0.1207 -0.1291